The following is a DFT calculation (wB97M-V/def2-TZVPD) of C29H47Cl2FFeN3O4Si as an isolated structure at a distorted geometry.

For the LUMO energy (alpha / beta), the calculation gives 0.10 / -0.90 eV. The electronic energy is -4171.8550 hartree. The multiplicity is 6. The calculation puts the highest occupied orbital energy (alpha / beta) at -7.10 / -6.77 eV. Its HOMO-LUMO gap (alpha / beta) is 7.203 / 5.869 eV. Its energy above the lowest of the compared OMol25 structures with the same formula, charge and spin is 4.1491 eV.

Last column: Mulliken spin population.
Atoms and positions in Å:
C1 -1.672474 -0.463581 -5.033247  0.00
C2 -1.225495 -1.624788 -4.200327  0.01
H1 -1.540097 -0.616054 -6.110676  0.00
H2 -1.104006 0.421330 -4.711740  0.00
H3 -2.736510 -0.252938 -4.850600  0.00
C3 -0.576603 -2.703485 -4.681689  0.01
C4 -0.139967 -2.819975 -6.106188  0.00
H4 -0.354293 -3.554276 -4.034799  0.00
H5 0.170074 -1.843861 -6.511708  0.00
H6 -0.939024 -3.210295 -6.756626  0.00
H7 0.711896 -3.510206 -6.183009  0.00
Fe1 -0.025933 0.781103 0.243266  4.07
Cl1 1.113015 4.137108 0.216810  0.01
C5 -0.538325 -2.086608 1.536439  -0.01
O1 0.159998 -1.199417 0.986779  0.08
N1 -0.010913 -3.007354 2.340775  0.01
C6 1.424887 -3.024102 2.614287  0.00
C7 -0.799446 -4.117412 2.860269  0.00
H8 -1.628174 -2.155839 1.373709  0.01
H9 1.835963 -2.019562 2.482009  0.00
H10 1.939005 -3.725680 1.939295  0.00
H11 1.561467 -3.357911 3.648187  0.00
H12 -1.862928 -3.880902 2.750833  0.00
H13 -0.557798 -4.264205 3.919776  0.00
H14 -0.588631 -5.045468 2.308386  0.00
H15 1.096653 3.013784 5.004732  0.00
H16 -1.106439 4.892561 4.414723  0.00
C8 1.273520 3.166931 3.934633  0.00
C9 -0.555186 4.823765 3.464970  0.00
N2 0.014342 3.494310 3.277714  0.01
H17 1.648325 2.250959 3.479882  0.00
C10 -0.540936 2.627203 2.441870  0.02
O2 0.057908 1.566959 2.074897  0.07
H18 -1.251382 5.042279 2.644006  0.00
H19 -1.536730 2.876033 2.055817  0.00
H20 1.979088 3.992795 3.803038  0.00
H21 0.240468 5.581932 3.477373  0.00
H22 1.345577 0.258275 -3.796863  0.00
H23 2.301531 -2.612244 -3.587386  0.00
C11 2.355043 0.256694 -3.360031  0.00
C12 3.042338 -2.097452 -2.960578  0.00
N3 2.502518 -0.857015 -2.426856  0.01
H24 2.526005 1.209457 -2.847530  0.00
C13 2.220771 -0.724888 -1.118773  0.00
O3 1.874990 0.352166 -0.591287  0.05
H25 3.322378 -2.745171 -2.123942  0.00
H26 2.348010 -1.656656 -0.526919  0.00
H27 3.095768 0.114091 -4.153858  0.00
H28 3.923815 -1.875094 -3.571466  0.00
O4 -0.474518 -0.441596 -2.436676  0.09
C14 -1.385213 -1.364889 -2.695873  -0.01
C15 0.000316 -3.135910 -1.551947  0.00
C16 -1.259186 -2.601661 -1.786035  -0.02
H29 0.862614 -2.569583 -1.917147  0.00
C17 0.150431 -4.366539 -0.910230  0.00
H30 -2.422899 -0.998824 -2.569176  0.01
C18 -2.382808 -3.222978 -1.237116  0.00
H31 1.151463 -4.795552 -0.800809  0.00
C19 -0.981992 -5.034428 -0.427948  0.00
C20 -2.247412 -4.447485 -0.568042  0.00
H32 -3.360465 -2.747181 -1.368173  0.00
H33 -0.875830 -6.011121 0.056797  0.00
H34 -3.129232 -4.949803 -0.158098  0.00
Si1 -0.101648 4.136123 -1.579815  0.02
Cl2 -0.292043 1.976571 -1.665829  0.16
C21 1.438301 4.821454 -2.526758  0.00
C22 -1.638191 4.769448 -0.628184  0.00
C23 -1.051704 4.516145 -3.265042  0.01
H35 2.232222 4.070614 -2.549327  0.00
H36 1.842678 5.715188 -2.044701  0.00
H37 1.248238 5.102080 -3.572217  0.00
H38 -0.489522 4.142176 -4.132566  0.00
H39 -1.123282 5.610696 -3.362948  0.00
H40 -2.058974 4.087613 -3.279988  0.00
H41 -2.010968 4.042898 0.104258  0.00
H42 -2.474973 4.982045 -1.307194  0.00
H43 -1.414025 5.697119 -0.088460  0.00
F1 -6.347297 0.015312 1.084907  0.00
C24 -5.003477 0.226266 0.873923  -0.01
C25 -4.111186 -0.037055 1.903923  0.03
C26 -2.736998 0.198953 1.667175  -0.11
C27 -2.291886 0.623998 0.441726  0.56
C28 -3.190901 0.889974 -0.568837  -0.11
C29 -4.585124 0.708993 -0.358864  0.02
H44 -4.462625 -0.401889 2.867191  0.00
H45 -2.042316 0.036545 2.491932  0.01
H46 -2.862456 1.240500 -1.543268  0.01
H47 -5.305672 0.934782 -1.141340  0.00

Forces on atoms 1 to 2 (eV/Å):
0.14 0.25 -0.07
0.38 -1.45 0.12